One molecule with the formula C5H10BF5NO2PS. Source: the OMol25 dataset; level of theory: wB97M-V/def2-TZVPD.

Geometry (Å):
N  -1.2482  -2.7802  0.9119
P  -0.3721  -1.8080  0.0045
O  1.2470  -2.2793  0.1564
O  -0.7580  -1.9594  -1.6443
B  -0.6998  -0.0040  0.6415
C  -1.3149  1.0820  -0.3734
C  -0.4804  1.3034  -1.7284
C  1.0752  0.9725  -1.6286
S  1.9082  1.9692  -2.9956
C  -0.4072  0.4379  2.1827
F  -0.6577  1.8146  2.4327
F  -1.2850  -0.2534  3.0757
C  1.0753  0.1405  2.7089
F  2.0451  0.1179  1.7210
F  1.0345  -1.0180  3.4827
F  1.4266  1.1782  3.5955
H  -1.7920  -2.2609  1.6147
H  1.5092  -2.8966  -0.5621
H  -1.7399  -1.9588  -1.6655
H  -2.3449  0.6748  -0.6922
H  -1.5177  2.1003  0.0782
H  -1.0042  0.7465  -2.5737
H  -0.5566  2.4202  -1.9744
H  1.2188  -0.1160  -1.8989
H  1.5733  1.2960  -0.6672
H  2.2526  1.0840  -4.0234

- Frontier orbital gap: 7.896 eV
- HOMO: -0.34559 Ha
- Structure (SMILES): N=P(O)(O)B(CCCS)C(F)(F)C(F)(F)F